Version one
16
Properties=species:S:1:pos:R:3 method="wB97M-V/def2-TZVPD" smiles="C=CN=C.CN" lumo_energy_ev=0.76 orbital_gap_ev=9.49 homo_ev=-8.729
C 2.81647 0.20913 0.40260
C 1.54610 0.30088 0.02621
N 0.66540 -0.75541 -0.03876
C 0.90207 -1.83505 -0.63304
H 3.26677 -0.74342 0.62758
H 3.42451 1.08348 0.54655
H 1.06727 1.25670 -0.14264
H 0.16708 -2.62543 -0.57611
H 1.79817 -2.02678 -1.22836
C -2.30996 1.24544 -0.09580
N -2.23423 0.10178 0.79463
H -1.97966 1.04280 -1.12596
H -3.34040 1.59976 -0.13093
H -1.68876 2.04286 0.31160
H -2.82153 -0.64820 0.44333
H -1.27929 -0.24853 0.81910


Version two
16
Properties=species:S:1:pos:R:3 method="wB97M-V/def2-TZVPD" lumo_energy_ev=0.96 orbital_gap_ev=9.53 homo_ev=-8.572
H -2.43000 1.27501 1.45917
N -1.86666 1.61078 2.25289
C -0.60891 1.20711 2.06452
N -0.37879 0.95834 0.77650
C 0.44396 -0.25838 0.52213
C 0.10273 -0.90492 -0.88865
C 1.05196 -0.52522 -2.00739
H -0.01771 0.52148 2.75179
H -0.91467 1.39453 0.03351
H 1.53949 -0.22624 0.70127
H 0.04969 -0.97263 1.15953
H -0.90466 -0.67555 -1.19767
H 0.04622 -2.00205 -0.66379
H 1.21003 0.50015 -2.05179
H 0.70329 -0.88978 -3.07891
H 1.97405 -1.01261 -1.83309


Stability ranking, top and bottom: version one is the most stable and version two is the least stable.


Version one
17
Properties=species:S:1:pos:R:3 method="wB97M-V/def2-TZVPD" lumo_energy_ev=0.86 orbital_gap_ev=9.33 homo_ev=-8.473
C -0.05405 1.36645 0.95204
C -0.75069 0.48852 -0.07523
C -0.24028 0.51895 -1.54298
C -0.11785 -1.00919 -1.51919
O 1.21102 -1.40137 -1.07684
C 0.90244 -1.49422 0.21535
C -0.54776 -1.06437 -0.04713
H -0.41674 1.15927 1.96448
H -0.24804 2.42326 0.73278
H 1.03047 1.21362 0.94947
H -1.82731 0.68856 -0.05566
H -0.96329 0.90434 -2.26579
H 0.72265 1.01624 -1.69605
H -0.47187 -1.62934 -2.34341
H 1.56505 -0.56049 3.03742
H 1.54658 -0.93978 2.39099
H -1.34034 -1.68045 0.37975


Version two
17
Properties=species:S:1:pos:R:3 method="wB97M-V/def2-TZVPD" lumo_energy_ev=0.69 orbital_gap_ev=8.86 homo_ev=-8.167
C 1.86098 -0.63985 0.08267
C 0.60453 0.12502 0.49983
C 0.30151 1.39652 -0.34155
C -1.20691 1.61229 -0.43462
C -1.75053 0.41177 0.10127
C -0.72196 -0.71155 0.43780
O -0.74137 -1.77140 -0.49705
H 1.78932 -0.98272 -0.95617
H 2.74498 0.00623 0.15939
H 2.02914 -1.52155 0.71108
H 0.72099 0.44172 1.54785
H 0.71908 1.33305 -1.36202
H 0.75878 2.30222 0.09438
H -2.74002 0.32711 -0.60208
H -2.82814 0.26122 0.52001
H -0.92729 -1.19088 1.40378
H -0.65839 -1.38167 -1.37727


Stability ranking, top and bottom: version two is the most stable and version one is the least stable.


Version one
17
Properties=species:S:1:pos:R:3 method="wB97M-V/def2-TZVPD" lumo_energy_ev=0.18 orbital_gap_ev=8.83 homo_ev=-8.651
C 0.64489 0.75883 1.68973
C 1.70061 0.90272 0.67154
C 0.23692 1.17001 0.30514
C -0.60005 0.21557 -0.54539
C 0.48970 -0.34169 -1.28856
C -1.47234 -1.85814 -0.68598
O -1.25151 -0.79055 0.19091
H 0.35939 -0.24054 1.97491
H 0.56231 1.51389 2.45985
H 2.34195 1.77410 0.70161
H 2.16307 0.00332 0.29792
H -0.01503 2.21019 0.16491
H -1.35492 0.80254 -1.06394
H 0.65575 0.32543 -2.11794
H -0.48642 -2.07514 -1.20896
H -2.23780 -1.63099 -1.43640
H -1.73651 -2.73957 -0.10934


Version two
17
Properties=species:S:1:pos:R:3 method="wB97M-V/def2-TZVPD" smiles="O[C@@H]1C=CCCC1" lumo_energy_ev=1.02 orbital_gap_ev=10.55 homo_ev=-9.530
O -1.73152 1.05557 -1.39611
C -0.55858 0.25862 -1.25314
C -0.89857 -1.04439 -0.57456
C -0.27382 -1.51026 0.50724
C 0.84017 -0.75883 1.18826
C 0.69793 0.74204 0.93565
C 0.59189 1.01783 -0.56488
H -2.15158 1.10597 -0.52813
H -0.26005 0.04702 -2.28685
H -1.72200 -1.60011 -1.02084
H -0.57716 -2.46614 0.93240
H 1.80943 -1.11038 0.80269
H 0.84358 -0.97680 2.26252
H -0.20053 1.10533 1.45357
H 1.55059 1.28563 1.35858
H 0.44219 2.08510 -0.76093
H 1.54175 0.73514 -1.03818


Version three
17
Properties=species:S:1:pos:R:3 method="wB97M-V/def2-TZVPD" smiles="C=C/C=C/C=C.O" lumo_energy_ev=0.01 orbital_gap_ev=7.62 homo_ev=-7.610
C -1.72009 -1.21818 1.94046
C -1.96281 -0.18601 1.11335
C -0.92577 0.38632 0.27656
C 0.46796 0.27388 0.59738
C 1.45288 0.55654 -0.44379
C 2.71154 1.04397 -0.14172
H -2.59318 -1.56810 2.55909
H -0.75439 -1.42611 2.31964
H -2.95291 0.36456 1.16581
H -1.12224 1.19916 -0.46983
H 1.00525 0.21332 1.58286
H 1.28074 0.24755 -1.48957
H 3.11321 0.92108 0.89221
H 3.27880 1.41342 -0.95263
O -0.41342 -0.43198 -2.78520
H -0.42378 -0.45816 -3.74752
H -0.44180 -1.33126 -2.41710


Stability ranking, top and bottom: version two is the most stable and version one is the least stable.


Version one
23
Properties=species:S:1:pos:R:3 method="wB97M-V/def2-TZVPD" smiles="CCn1ccc(=O)c(O)c1CO" lumo_energy_ev=0.10 orbital_gap_ev=7.97 homo_ev=-7.878
C -1.18202 2.07219 1.01721
C -0.68102 1.76913 -0.46287
N 0.22193 0.64021 -0.40405
C 1.53703 1.06883 -0.61144
C 2.54561 0.16022 -0.73791
C 2.41827 -1.22126 -0.14830
O 3.36185 -2.09389 -0.24184
C 1.04128 -1.50179 0.26647
O 0.82585 -2.76234 0.96258
C -0.02876 -0.69057 -0.15299
C -1.30046 -1.26988 -0.35202
O -1.91547 -1.57122 0.87736
H -1.38445 1.10615 1.65552
H -0.32101 2.36809 1.71605
H -2.05863 2.71623 0.86860
H -1.55291 1.60648 -1.00892
H -0.30944 2.67440 -0.96727
H 1.46635 2.16457 -0.93228
H 3.53492 0.24776 -1.40400
H -0.20060 -2.76849 1.25513
H -1.07248 -2.15849 -1.01018
H -2.08184 -0.79383 -1.05673
H -2.86401 -1.76247 0.87189


Version two
23
Properties=species:S:1:pos:R:3 method="wB97M-V/def2-TZVPD" smiles="CC1=CC=C(C)[C@@](N)(C(=O)O)O1" lumo_energy_ev=0.68 orbital_gap_ev=8.62 homo_ev=-7.936
C -2.84033 -1.69662 -0.21738
C -1.75897 -0.77160 0.10053
C -1.92381 0.38502 0.74244
C -0.74024 1.21371 0.99575
C 0.39157 0.99449 0.33161
C 1.49959 2.03822 0.40218
C 0.62732 -0.21857 -0.42946
N 1.24430 0.11780 -1.65868
C 1.59359 -1.12802 0.43020
O 1.25908 -1.89818 1.28029
O 2.84949 -1.02046 -0.02328
O -0.60519 -0.98273 -0.64902
H -2.65491 -1.99802 -1.32196
H -3.73304 -1.35891 0.12313
H -2.63514 -2.72817 0.37308
H -2.82969 0.65141 1.21362
H -0.90917 2.12108 1.58527
H 2.56902 1.48535 0.68698
H 1.42773 2.82798 1.20757
H 1.69585 2.40737 -0.66119
H 0.51660 0.13548 -2.35928
H 2.00620 -0.49314 -1.95215
H 2.95016 -0.08350 -0.20024


Stability ranking, top and bottom: version two is the most stable and version one is the least stable.


Version one
19
Properties=species:S:1:pos:R:3 method="wB97M-V/def2-TZVPD" total_charge=+1 lumo_energy_ev=-3.39 orbital_gap_ev=8.31 homo_ev=-11.709
C -0.64799 -0.08298 -0.45692
C 3.35072 -0.11276 0.25231
C -2.77329 0.99234 -0.56874
C -2.56822 -1.08983 0.99397
C -1.85998 -0.02614 0.08288
N 3.07036 -0.96933 -0.70014
N 2.89222 1.09886 0.29178
O 0.47280 -0.13631 -0.81571
H -2.17796 1.54676 -1.37797
H -3.58827 0.45262 -1.15679
H -3.31683 1.65046 0.08857
H -2.12242 -1.99840 1.40788
H -2.83139 -0.41075 1.78350
H -3.48135 -1.32964 0.56374
H 4.04864 -0.30767 1.01411
H 3.65845 -1.83128 -0.84488
H 2.47708 -0.63413 -1.43110
H 3.25465 1.66511 1.12050
H 2.14278 1.52306 -0.24698


Version two
19
Properties=species:S:1:pos:R:3 method="wB97M-V/def2-TZVPD" total_charge=+1 lumo_energy_ev=-7.85 orbital_gap_ev=4.68 homo_ev=-12.529
O 1.24974 0.83328 0.13367
C 1.14482 -0.35215 0.23701
C -0.18626 -0.97375 0.49751
C -1.35399 -0.21123 0.76823
C -2.53332 -0.73246 -0.10686
C -1.27993 -0.24949 -1.99119
N -2.39667 -0.24013 -1.45822
N 4.06032 1.59962 1.34666
H 2.03865 -0.98003 0.29731
H -0.20041 -1.99565 0.83661
H -1.64106 -0.29514 1.83111
H -1.14468 0.85048 0.63445
H -3.50585 -0.45306 0.29610
H -2.50855 -1.82715 -0.18350
H -1.16867 0.08053 -3.01370
H -0.36004 -0.59715 -1.48669
H 5.01139 1.88162 1.16823
H 3.41678 2.32680 1.08378
H 3.98367 1.39905 2.33173


Stability ranking, top and bottom: version one is the most stable and version two is the least stable.


Version one
22
Properties=species:S:1:pos:R:3 method="wB97M-V/def2-TZVPD" smiles=CCCN(C)C.O lumo_energy_ev=0.77 orbital_gap_ev=9.38 homo_ev=-8.612
C 1.60885 -0.95676 1.77631
C 1.29902 0.26945 0.94331
C 0.88517 -0.07170 -0.47915
N -0.27295 -0.95398 -0.56685
C -1.45879 -0.37070 0.01586
C -0.53520 -1.25952 -1.96223
H 0.72017 -1.57644 1.86403
H 2.40478 -1.57847 1.36165
H 1.91052 -0.68411 2.78851
H 2.12899 0.97379 0.96139
H 0.48069 0.79831 1.43408
H 1.73143 -0.57324 -0.97111
H 0.73020 0.85813 -1.04220
H -2.26278 -1.10097 0.06532
H -1.83773 0.49710 -0.55238
H -1.33137 0.01278 1.02344
H 0.31563 -1.79153 -2.37362
H -1.41796 -1.88849 -2.02564
H -0.72141 -0.34210 -2.52838
O -1.11177 3.41497 0.05150
H -1.59790 3.26737 0.86590
H -1.66757 3.05614 -0.64977


Version two
22
Properties=species:S:1:pos:R:3 method="wB97M-V/def2-TZVPD" smiles=CCNC(C)C.O lumo_energy_ev=0.95 orbital_gap_ev=9.69 homo_ev=-8.734
C -0.06634 -1.83924 -1.37260
C -0.88005 -1.50710 -0.14481
N -0.34898 -0.38861 0.68036
C -0.04647 0.85172 -0.06497
C -1.17683 1.29911 -0.97082
C 0.21956 1.91125 0.99507
H -0.65313 -2.46306 -2.04600
H 0.23038 -0.97430 -1.96075
H 0.86836 -2.34175 -1.09878
H -0.89451 -2.33893 0.55981
H -1.94957 -1.37712 -0.35563
H -1.12672 -0.08744 1.25693
H 0.89006 0.62788 -0.58194
H -1.00293 2.33357 -1.29491
H -2.08295 1.35919 -0.36569
H -1.34255 0.68477 -1.85133
H 0.62007 2.83767 0.58700
H 0.92306 1.54288 1.73977
H -0.73154 2.15227 1.48652
O 2.72901 -1.12461 1.66248
H 2.40022 -0.32292 2.08881
H 3.42184 -0.83524 1.05146


Version three
22
Properties=species:S:1:pos:R:3 method="wB97M-V/def2-TZVPD" smiles=CC(C)[C@H](C)N.O lumo_energy_ev=0.81 orbital_gap_ev=9.07 homo_ev=-8.260
C 2.33418 -0.44303 0.61809
C 0.87800 -0.77847 0.92962
C 0.53847 -2.17777 0.43572
C -0.02669 0.34439 0.35336
C -1.47487 0.14760 0.91066
N -0.00148 0.34273 -1.07799
H 2.69922 0.37223 1.22198
H 2.44716 -0.10733 -0.41237
H 2.98997 -1.26569 0.83001
H 0.73429 -0.67818 2.00617
H -0.31433 -2.63592 0.92995
H 0.36356 -2.18064 -0.63907
H 1.38078 -2.80269 0.73485
H 0.32795 1.31164 0.72224
H -1.50598 0.44391 1.96331
H -2.19531 0.77625 0.38242
H -1.76885 -0.88352 0.72028
H 0.04897 -0.48947 -1.63248
H -0.23281 1.13941 -1.64378
O -2.02784 3.07715 -2.50964
H -2.82934 2.69372 -2.87882
H -2.36505 3.79368 -1.96451


Version four
22
Properties=species:S:1:pos:R:3 method="wB97M-V/def2-TZVPD" smiles=CC[C@H](C)CN.O lumo_energy_ev=0.91 orbital_gap_ev=9.94 homo_ev=-9.030
C 0.63128 2.71190 -0.06870
C -0.46712 1.72937 -0.10273
C -0.35171 0.72377 -1.31292
C -1.05975 1.09818 -2.61854
C -0.84820 -0.68958 -0.78965
N -0.22910 -1.80198 -1.43543
H 0.39177 3.70239 0.35586
H 1.02716 2.80652 -1.09441
H 1.55912 2.31904 0.36091
H -1.48618 2.18366 -0.18499
H -0.59926 1.22256 0.86264
H 0.71998 0.76401 -1.40916
H -0.97184 2.19298 -2.74230
H -2.16134 0.90269 -2.51319
H -0.73904 0.68616 -3.58732
H -1.90365 -0.86549 -0.96590
H -0.46083 -0.64519 0.29515
H 0.78594 -1.73290 -1.38683
H -0.42411 -2.64139 -0.80254
O 1.84624 -3.17094 5.10209
H 1.91462 -3.97230 5.69656
H 1.75446 -2.38318 5.70214


Stability ranking, top and bottom: version three is the most stable and version four is the least stable.


Version one
22
Properties=species:S:1:pos:R:3 method="wB97M-V/def2-TZVPD" smiles=CC(C)CCN.O lumo_energy_ev=0.62 orbital_gap_ev=9.53 homo_ev=-8.910
C -0.66853 -1.44962 1.58245
C -0.14762 -0.31842 0.65248
C 1.24072 0.14987 1.03005
C -1.10740 0.87650 0.58832
C -1.04397 1.67443 -0.73775
N -0.96722 0.93512 -1.99528
H -0.34231 -2.40178 1.18547
H -0.30935 -1.31290 2.60395
H -1.75658 -1.42985 1.58855
H -0.12040 -0.77102 -0.33990
H 2.06175 -0.51014 0.75767
H 1.51715 1.08949 0.55403
H 1.29252 0.34866 2.10847
H -2.11934 0.58573 0.83110
H -0.83085 1.62207 1.32941
H -1.92242 2.31517 -0.77784
H -0.15796 2.31069 -0.71329
H -0.11098 0.39861 -2.03303
H -1.74075 0.28941 -2.10001
O 2.08851 -1.29473 -1.88925
H 2.90054 -1.52952 -1.42139
H 2.24451 -1.57776 -2.80421


Version two
22
Properties=species:S:1:pos:R:3 method="wB97M-V/def2-TZVPD" smiles=CCCCCN.O lumo_energy_ev=0.65 orbital_gap_ev=9.52 homo_ev=-8.862
C -1.80951 -1.27412 -1.21833
C -0.65551 -0.25467 -1.09632
C -0.88065 0.58234 0.17671
C -0.56376 -0.03686 1.52231
C 0.90481 -0.52636 1.67701
N 1.84038 0.56684 1.46692
H -1.59415 -2.18149 -0.65531
H -1.93114 -1.65549 -2.23454
H -2.70832 -0.83116 -0.79783
H 0.25891 -0.83420 -0.95198
H -0.50456 0.43721 -1.91908
H -1.91254 0.96351 0.15377
H -0.43993 1.58497 0.04159
H -1.12310 -0.96379 1.59169
H -0.79960 0.61415 2.35933
H 1.07585 -1.42762 1.08420
H 0.94521 -0.84636 2.72369
H 2.67184 0.26792 0.97306
H 1.43074 1.25429 0.85021
O 2.11679 1.22936 -1.66750
H 2.30045 2.16877 -1.80766
H 1.37780 1.16276 -2.27196


Stability ranking, top and bottom: version one is the most stable and version two is the least stable.